[1]
This record from the Open Molecules 2025 dataset describes 2 unconnected molecules or ions with the total composition C11H24BN5O4S. The level of theory is ωB97M-V with the def2-TZVPD basis set.

CARTESIAN COORDINATES (ANGSTROEM)
N (-4.4788, 0.8620, -2.7052)
C (-4.0971, 1.5102, -1.6243)
N (-5.0685, 2.4887, -1.0664)
N (-2.7749, 1.2035, -1.0341)
C (-1.9306, 2.4339, -0.9057)
C (-0.7951, 2.6000, -2.0317)
C (0.4418, 3.3748, -1.3643)
C (1.7772, 2.5163, -1.1926)
C (1.6546, 1.2082, -0.2895)
C (0.8076, -0.0779, -0.7960)
O (0.4561, -0.7097, 0.4927)
B (1.3659, -0.1110, 1.5225)
C (1.0905, -0.5020, 3.0867)
C (1.7936, -1.9170, 3.3606)
S (0.8443, -3.3249, 2.5957)
C (2.0742, -4.0752, 1.4112)
N (3.3185, -4.6862, 1.8033)
N (3.9246, -5.0662, 0.6242)
C (3.0561, -4.6774, -0.4544)
O (1.8569, -4.0518, 0.0125)
O (1.3279, 1.3283, 1.1181)
H (-3.7309, 0.1972, -2.9773)
H (-4.6277, 2.9212, -0.2321)
H (-5.8429, 1.9016, -0.6945)
H (-2.8635, 0.7475, -0.1087)
H (-2.6118, 3.3596, -0.9919)
H (-1.4246, 2.5177, 0.1308)
H (-1.2408, 3.3113, -2.8288)
H (-0.5247, 1.6441, -2.5872)
H (0.7028, 4.2482, -2.0781)
H (0.1550, 3.8878, -0.3720)
H (2.2286, 2.2081, -2.2030)
H (2.5565, 3.2013, -0.6936)
H (2.7490, 0.8194, -0.2796)
H (-0.2244, 0.0435, -1.2570)
H (1.5595, -0.8063, -1.2619)
H (2.4162, -0.6293, 1.2650)
H (1.5841, 0.2596, 3.7912)
H (-0.0358, -0.5416, 3.2826)
H (2.8650, -1.9352, 2.9319)
H (1.8875, -2.1454, 4.4758)
H (3.2940, -4.8325, -1.5584)
O (-1.4672, -2.7412, 0.2255)
H (-0.5907, -3.1875, 0.3271)
H (-1.3631, -1.7512, 0.2080)
H (-2.0950, -3.0244, 0.9229)

Results
Net charge: 0
Gap between HOMO and LUMO: 6.85 eV
Largest force on an atom: 0.117 Eh/bohr
Total energy: -38941.73513 eV
2S+1: 1
LUMO level: -1.28 eV

***

[2]
This record from the Open Molecules 2025 dataset describes 2 unconnected molecules or ions with the total composition CH2BrF2P. The level of theory is ωB97M-V with the def2-TZVPD basis set.

CARTESIAN COORDINATES (ANGSTROEM)
C (0.4967, -0.1408, 0.6179)
F (0.1156, -0.5046, 1.8829)
F (1.4604, -1.0772, 0.3203)
P (-0.9725, -0.4972, -0.5365)
Br (-2.4183, 1.1903, -0.3210)
H (0.8259, 1.0098, 0.8138)
H (0.4922, 0.0197, -2.7775)

Results
Net charge: 0
Gap between HOMO and LUMO (alpha / beta): 8.30 / 8.45 eV
Energy relative to the best compared isomer or geometry (same formula, charge and spin): 79.5 kcal per mole
Largest force on an atom: 0.059 Eh/bohr
Total energy: -85831.85665 eV
2S+1: 1
LUMO level (alpha / beta): -0.89 / -1.76 eV

***

[3]
This record from the Open Molecules 2025 dataset describes C4H9N3S in the gas phase. The level of theory is ωB97M-V with the def2-TZVPD basis set.

CARTESIAN COORDINATES (ANGSTROEM)
C (-0.3347, 3.4038, -1.4704)
N (-0.4976, 2.1673, -1.1693)
N (0.6170, 1.7282, -0.3735)
C (0.7502, 0.5417, 0.0053)
N (0.0899, -0.6984, -0.1338)
S (-0.8631, -1.1069, -1.6300)
C (0.5702, -1.8620, 0.5492)
C (-0.3282, -2.0188, 1.7081)
H (0.6291, 4.0720, -1.2564)
H (-1.2032, 3.7997, -2.1055)
H (1.7098, 0.5795, 0.6632)
H (-1.3968, 0.1787, -1.8415)
H (0.4820, -2.8459, 0.0014)
H (1.6812, -1.8070, 0.8922)
H (-0.5346, -3.1179, 2.1424)
H (-1.3904, -1.5955, 1.3450)
H (0.0193, -1.4184, 2.6737)

Results
Net charge: 0
Gap between HOMO and LUMO: 8.86 eV
Structure (SMILES): C=N/N=C\N(S)CC
Energy relative to the best compared isomer or geometry (same formula, charge and spin): 98.3 kcal per mole
Largest force on an atom: 0.100 Eh/bohr
Total energy: -19595.37404 eV
2S+1: 1
LUMO level: 0.53 eV

***

[4]
This record from the Open Molecules 2025 dataset describes C2H4NO2P in the gas phase. The level of theory is ωB97M-V with the def2-TZVPD basis set.

CARTESIAN COORDINATES (ANGSTROEM)
N (-1.6546, -0.6444, 0.0044)
C (-0.3210, -0.6933, -0.0100)
O (0.4204, -1.6496, -0.1007)
C (0.4844, 0.9631, -0.0110)
P (2.0439, 0.0255, -0.3900)
O (2.7250, 0.0794, 0.8607)
H (-2.0644, 0.2800, -0.2115)
H (-1.9829, -1.5159, -0.3238)
H (-0.0579, 1.6023, -0.6920)
H (0.4070, 1.5528, 0.8738)

Results
Net charge: 0
Gap between HOMO and LUMO: 9.23 eV
Structure (SMILES): NC(=O)CP=O
Energy relative to the best compared isomer or geometry (same formula, charge and spin): 42.6 kcal per mole
Largest force on an atom: 0.093 Eh/bohr
Total energy: -17011.56382 eV
2S+1: 1
LUMO level: 0.57 eV

***

[5]
This record from the Open Molecules 2025 dataset describes a molecular structure, C4H6O3Tm. The level of theory is ωB97M-V with the def2-TZVPD basis set.

CARTESIAN COORDINATES (ANGSTROEM)
H (0.9112, 2.0775, 2.3165)
O (0.3643, 0.6720, 0.1203)
C (-0.0808, -0.5413, -0.3598)
O (-0.8163, -1.2683, 0.2721)
Tm (-1.7318, -0.7199, 2.4726)
O (0.4480, -0.7372, -1.5078)
C (0.3140, -2.0341, -2.1246)
H (0.6537, -2.8065, -1.4263)
H (-0.7335, -2.1900, -2.4037)
H (0.9529, -1.9965, -3.0090)
C (-0.1357, 1.0781, 1.2724)
C (0.1069, 2.4688, 1.5365)
H (0.4152, 3.0727, 0.6761)
H (-0.6680, 2.9246, 2.1649)

Results
Net charge: +2
Gap between HOMO and LUMO (alpha / beta): 5.65 / 6.72 eV
Energy relative to the best compared isomer or geometry (same formula, charge and spin): 31.3 kcal per mole
Largest force on an atom: 0.084 Eh/bohr
Expectation value of S²: 3.771
Total energy: -39895.06163 eV
2S+1: 4
LUMO level (alpha / beta): -9.79 / -11.39 eV

***

[6]
This record from the Open Molecules 2025 dataset describes C5H10O2 in the gas phase. The level of theory is ωB97M-V with the def2-TZVPD basis set.

CARTESIAN COORDINATES (ANGSTROEM)
C (-1.9573, 0.2127, -0.2626)
C (-0.6014, 0.6675, -0.7411)
O (-0.4842, 1.4364, -1.6768)
C (0.6728, 0.1374, -0.0622)
C (0.6301, 0.3521, 1.4523)
C (0.8341, -1.3518, -0.4011)
O (1.7704, 0.8489, -0.5793)
H (-2.0596, -0.8733, -0.3646)
H (-2.7278, 0.7075, -0.8564)
H (-2.0974, 0.4556, 0.7958)
H (0.4578, 1.4069, 1.6904)
H (1.6006, 0.0667, 1.8695)
H (-0.1429, -0.2568, 1.9329)
H (1.8047, -1.6853, -0.0215)
H (0.8270, -1.5000, -1.4863)
H (0.0519, -1.9721, 0.0502)
H (1.4211, 1.3475, -1.3393)

Results
Net charge: 0
Gap between HOMO and LUMO: 10.91 eV
Structure (SMILES): CC(=O)C(C)(C)O
Energy relative to the best compared isomer or geometry (same formula, charge and spin): 17.3 kcal per mole
Largest force on an atom: 0.009 Eh/bohr
Total energy: -9442.29284 eV
2S+1: 1
LUMO level: 0.85 eV